Molecular formula: C45H42F3N6O3P2STi
Method: DFT, wB97M-V/def2-TZVPD

Calculated values
- Energy above the lowest of the compared OMol25 structures with the same formula, charge and spin: 33.53 kcal per mole
- HOMO (spin up / spin down): -5.41 / -6.81 eV
- Charge: 0
- E_LUMO (spin up / spin down): 0.296 / 0.104 eV
- 2S+1: 2
- Orbital gap (spin up / spin down): 5.71 / 6.92 eV

Atoms and positions in Å:
Ti: -1.23433 -0.26551 1.36206
C: -1.80809 -1.66921 7.30275
C: -0.45443 -1.48746 6.61879
N: -0.37365 -0.27530 5.82661
C: -0.84396 -0.18898 4.54372
S: -1.16939 -1.60070 3.62543
N: -1.02136 1.02164 4.09241
N: -1.42980 1.10574 2.79688
C: -1.71882 2.34153 2.37548
C: -1.54878 3.54343 3.25810
C: -2.28329 2.43573 1.08456
C: -2.63120 3.66397 0.47854
C: -3.29196 3.67183 -0.72022
C: -3.62303 2.44338 -1.31622
C: -3.22241 1.28298 -0.69103
N: -2.53518 1.24266 0.45296
H: -1.84276 -2.61311 7.84894
H: -2.59590 -1.67366 6.54851
H: -1.99601 -0.85437 8.00455
H: -0.26673 -2.32586 5.94963
H: 0.34169 -1.45057 7.36667
H: -0.44865 0.59687 6.33008
H: -1.49198 3.21945 4.29157
H: -2.39001 4.22701 3.14220
H: -0.62724 4.08249 3.01676
H: -2.37076 4.58838 0.97551
H: -3.56531 4.60555 -1.19599
H: -4.19295 2.39396 -2.23342
H: -3.47023 0.33590 -1.13934
O: -0.27461 -1.69480 0.87098
C: 0.55468 -2.63881 1.26135
C: 0.40928 -3.94262 0.76747
C: 1.28710 -4.94699 1.11739
C: 2.35458 -4.68033 1.96675
C: 2.51282 -3.40459 2.47303
C: 1.62510 -2.37757 2.15290
C: 1.80729 -1.03112 2.68639
N: 1.19294 0.06033 2.26828
C: 1.71781 1.10412 2.98236
C: 2.66044 0.64693 3.84917
N: 2.71010 -0.71256 3.65108
H: -0.42826 -4.13167 0.10928
H: 1.14267 -5.94927 0.73293
H: 3.05902 -5.45955 2.22745
H: 3.35479 -3.20561 3.12681
H: 1.37744 2.11337 2.81948
H: 3.27629 1.14942 4.57370
H: 3.24922 -1.36517 4.18893
O: 0.13315 1.09651 0.02994
P: 0.93220 1.39148 -1.18419
C: -0.07679 1.21705 -2.70519
P: -0.88285 -0.43989 -2.65285
O: -1.40812 -0.75291 -1.30988
C: -2.19695 -0.31737 -3.89694
C: -2.02949 0.36893 -5.09665
C: -3.09209 0.48960 -5.97795
C: -4.32084 -0.07677 -5.66667
C: -4.48546 -0.77971 -4.48109
C: -3.42422 -0.89969 -3.59662
C: 0.27397 -1.70901 -3.22502
C: 1.29198 -1.54780 -4.15687
C: 2.06716 -2.63712 -4.52189
C: 1.82189 -3.88694 -3.97129
C: 0.79900 -4.05409 -3.04799
C: 0.02690 -2.96656 -2.67509
C: 2.33818 0.31815 -1.53191
C: 2.53416 -0.78663 -0.71829
C: 3.56105 -1.67862 -0.98789
C: 4.40208 -1.44934 -2.06668
C: 4.21347 -0.33885 -2.88222
C: 3.17824 0.54255 -2.62337
C: 1.53479 3.09781 -1.12352
C: 0.55980 4.07822 -0.94541
C: 0.92805 5.40380 -0.79337
C: 2.27213 5.75366 -0.81175
C: 3.24527 4.77856 -0.97167
C: 2.88042 3.44839 -1.12442
H: 0.52912 1.37604 -3.59779
H: -0.88874 1.94887 -2.67289
H: -1.07010 0.80650 -5.34854
H: -2.96290 1.03503 -6.90410
H: -5.15191 0.03276 -6.35154
H: -5.44398 -1.22338 -4.24598
H: -3.53929 -1.43736 -2.66124
H: 1.49316 -0.57598 -4.59200
H: 2.86960 -2.51182 -5.23804
H: 2.43305 -4.73238 -4.26050
H: 0.60909 -5.02849 -2.61696
H: -0.76131 -3.06475 -1.93844
H: 1.85712 -0.92943 0.10613
H: 3.69706 -2.54857 -0.35693
H: 5.20956 -2.13905 -2.27829
H: 4.87255 -0.16775 -3.72418
H: 3.01974 1.40314 -3.26543
H: -0.48396 3.78988 -0.90804
H: 0.17093 6.16453 -0.65131
H: 2.56166 6.79035 -0.69607
H: 4.29200 5.05371 -0.96711
H: 3.64096 2.68573 -1.22692
F: -2.90300 -2.69458 1.64843
C: -2.99952 -1.37270 1.30539
F: -3.71936 -1.42376 0.13257
F: -3.89077 -0.83119 2.20431


Molecular formula: C9H19N3O3
Method: DFT, wB97M-V/def2-TZVPD

Calculated values
- Energy above the lowest of the compared OMol25 structures with the same formula, charge and spin: 22.87 kcal per mole
- HOMO: -9.61 eV
- Charge: 0
- E_LUMO: 0.362 eV
- 2S+1: 1
- SMILES: C[C@H](N)C(=O)N[C@@H](CCCCN)C(=O)O
- Orbital gap: 9.97 eV

Atoms and positions in Å:
C: 0.04843 0.37519 2.12046
C: 0.54678 -0.66744 1.17588
C: 0.86796 0.52223 3.39127
C: 1.25701 0.97791 -0.70354
C: 1.89399 2.11737 0.04234
C: -0.13827 1.29695 -1.16503
C: -0.44757 0.60501 -2.48780
C: -0.69428 -0.87329 -2.38033
C: -1.91308 -1.34441 -1.60863
H: -1.75731 -0.22053 1.51356
H: -1.20106 -1.03325 2.80142
H: 0.00969 1.38889 1.61917
H: 0.39246 1.23836 4.04644
H: 1.89716 0.91521 3.15064
H: 1.01679 -0.44499 3.91007
H: 1.74060 -1.04833 -0.35633
H: 1.92293 0.80960 -1.57834
H: -0.93009 1.05785 -0.42522
H: -0.22240 2.37170 -1.32548
H: 0.36017 0.77146 -3.23641
H: -1.32008 1.12946 -2.90322
H: -0.72391 -1.32101 -3.35733
H: 0.24395 -1.33533 -1.94723
H: -1.91913 -0.83435 -0.60147
H: -2.84291 -1.01549 -2.13601
H: -2.69729 -3.17255 -0.87912
H: -1.14362 -3.14267 -0.90010
H: 2.90298 0.83193 1.04599
N: -1.30232 -0.12119 2.39449
N: 1.30509 -0.23831 0.09510
N: -1.92745 -2.83533 -1.51598
O: 0.35566 -1.82830 1.42917
O: 1.71401 3.27834 -0.28235
O: 2.70510 1.78933 1.05390


Molecular formula: C30H47MnN8S
Method: DFT, wB97M-V/def2-TZVPD

Calculated values
- HOMO (spin up / spin down): -8.53 / -8.67 eV
- Charge: +1
- E_LUMO (spin up / spin down): -2.757 / -2.916 eV
- 2S+1: 6
- Orbital gap (spin up / spin down): 5.77 / 5.75 eV

Atoms and positions in Å:
Mn: 0.19955 0.08998 0.12242
C: -4.28409 0.96665 -0.69558
C: -2.85997 0.51021 -0.66162
N: -1.94750 1.06121 0.01317
C: -2.22486 2.19165 0.89043
C: -0.91088 2.88746 1.20649
N: 0.12319 1.93803 1.64573
C: 0.13950 1.57700 3.06956
C: -0.49150 0.20710 3.36048
N: -0.12996 -0.78638 2.34673
C: 0.87559 -1.81047 2.71425
C: 1.53669 -2.42774 1.44875
N: 0.63090 -2.16372 0.36103
C: 0.29097 -2.94824 -0.54524
C: 0.91712 -4.27501 -0.83495
C: -0.90189 -2.44743 -1.33963
C: -1.59862 -3.18174 -2.27621
C: -2.74216 -2.61818 -2.82991
C: -3.19087 -1.38809 -2.38317
C: -2.44879 -0.74241 -1.40356
N: -1.32194 -1.25098 -0.96340
H: -4.60513 1.28745 0.29487
H: -4.95354 0.18050 -1.03753
H: -4.37609 1.82335 -1.37192
H: -2.69702 1.81867 1.80554
H: -2.90592 2.91071 0.43725
H: -1.07972 3.67904 1.93849
H: -0.55500 3.34556 0.28153
H: 1.02535 2.33858 1.41873
H: -0.37351 2.33279 3.67127
H: 1.17897 1.56148 3.39300
H: -1.57805 0.29507 3.37962
H: -0.18438 -0.11036 4.35826
H: -0.96113 -1.26779 2.04475
H: 0.42542 -2.60467 3.30944
H: 1.64182 -1.34119 3.32564
H: 1.73043 -3.48722 1.60364
H: 2.48508 -1.93057 1.24741
H: 1.97171 -4.25735 -0.56698
H: 0.83240 -4.52004 -1.89299
H: 0.43276 -5.07640 -0.26487
H: -1.27814 -4.17624 -2.56325
H: -3.29852 -3.15740 -3.58844
H: -4.08682 -0.93956 -2.79023
C: 6.40822 2.95929 0.16477
C: 5.17914 2.24831 0.67803
C: 5.02387 2.00954 2.03464
C: 3.90280 1.31693 2.48473
C: 3.73812 1.05663 3.96637
C: 2.96087 0.88418 1.56420
C: 3.06014 1.11567 0.16410
C: 4.21472 1.81671 -0.23187
N: 2.04381 0.66448 -0.66545
C: 2.23661 0.69086 -2.13503
C: 3.50299 -0.05883 -2.58048
C: 2.17134 2.11445 -2.71875
C: 1.07114 -0.05672 -2.77179
H: 6.95132 3.44599 0.97580
H: 6.14857 3.71704 -0.57884
H: 7.09008 2.25099 -0.31541
H: 5.77970 2.34359 2.74323
H: 4.65893 0.65605 4.39643
H: 2.93632 0.34368 4.17517
H: 3.51132 1.98334 4.50186
H: 2.10867 0.32009 1.91441
H: 4.39174 2.04581 -1.27000
H: 4.42713 0.46625 -2.34412
H: 3.48325 -0.22908 -3.66414
H: 3.53349 -1.03055 -2.07671
H: 2.85236 2.81143 -2.23654
H: 1.15393 2.50365 -2.59342
H: 2.40381 2.09825 -3.79288
H: 1.11267 -1.11867 -2.51331
H: 1.11926 0.02552 -3.86091
H: 0.11678 0.37190 -2.46401
S: -1.78406 2.69833 -2.66948
C: -1.49318 3.48350 -4.12434
N: -1.59315 2.94817 -5.35397
C: -1.16735 3.85412 -6.42679
C: -1.05655 5.19344 -5.67722
N: -1.08940 4.75663 -4.27627
H: -1.72319 1.96091 -5.46957
H: -1.90160 3.89602 -7.22402
H: -0.21325 3.54880 -6.84964
H: -1.89105 5.85351 -5.90655
H: -0.13190 5.71271 -5.90673
H: -1.13741 5.39471 -3.50325


Molecular formula: C18H23FN6O4
Method: DFT, wB97M-V/def2-TZVPD

Calculated values
- Energy above the lowest of the compared OMol25 structures with the same formula, charge and spin: 3.48 kcal per mole
- HOMO: -8.85 eV
- Charge: 0
- E_LUMO: 0.649 eV
- 2S+1: 1
- SMILES: Cc1nccn1[C@H](C)C(=O)NC[C@@H]1CCCN(C(=O)c2nc(O)nc(O)c2F)C1
- Orbital gap: 9.50 eV

Atoms and positions in Å:
C: -2.77935 -1.33385 -3.25679
C: -2.34993 0.07982 -3.45610
N: -2.14288 0.66229 -4.61573
C: -1.82608 1.96715 -4.32667
C: -1.83647 2.17354 -2.98129
N: -2.16965 0.95682 -2.42448
C: -2.32959 0.67759 -1.00385
C: -3.21786 1.70090 -0.32058
C: -0.96985 0.55430 -0.29042
O: -0.74519 1.15852 0.74147
N: -0.09200 -0.30422 -0.86280
C: 1.18034 -0.63172 -0.24067
C: 2.41846 -0.09137 -0.96396
C: 2.32106 1.42461 -1.24722
C: 2.34558 1.72334 -2.74519
C: 1.40071 0.80207 -3.50023
N: 1.80041 -0.60674 -3.30828
C: 1.85170 -1.47707 -4.35335
O: 2.61311 -2.42079 -4.41762
C: 0.87067 -1.24873 -5.48476
N: -0.29045 -1.90502 -5.41500
C: -1.08801 -1.74835 -6.45180
O: -2.25112 -2.41328 -6.40373
N: -0.86515 -1.02006 -7.54376
C: 0.27808 -0.36885 -7.59674
O: 0.55224 0.38840 -8.66032
C: 1.20419 -0.47150 -6.56338
F: 2.37238 0.19093 -6.61782
C: 2.75115 -0.87933 -2.22719
H: -2.89207 -1.80115 -4.22890
H: -2.04952 -1.91989 -2.69376
H: -3.73442 -1.38529 -2.72897
H: -1.60962 2.68178 -5.10379
H: -1.64099 3.04472 -2.38084
H: -2.79913 -0.30575 -0.93929
H: -3.38323 1.41250 0.71468
H: -2.75081 2.68410 -0.31185
H: -4.17439 1.76243 -0.83866
H: -0.32076 -0.72553 -1.74940
H: 1.13708 -0.21140 0.76256
H: 1.25802 -1.71844 -0.14895
H: 3.25078 -0.27647 -0.27953
H: 1.39384 1.81434 -0.82029
H: 3.13333 1.95627 -0.75021
H: 2.04440 2.75527 -2.93294
H: 3.35592 1.61304 -3.14722
H: 0.38136 0.95613 -3.14561
H: 1.41315 1.04793 -4.55902
H: -2.75253 -2.16588 -7.19123
H: -0.20915 0.32892 -9.25466
H: 3.76919 -0.65099 -2.55929
H: 2.72870 -1.95013 -2.02936


Number 1: energy -4524.43242 Ha. Number 2: energy -744.32904 Ha. Number 3: energy -3158.48302 Ha. Number 4: energy -1429.15997 Ha.